The following is a DFT calculation (ωB97M-V/def2-TZVPD) of a 11-piece molecular cluster, C94H208F9N5O8P3 overall.

**Total charge**: +5
**HOMO-LUMO gap**: 0.145 Ha
**Highest occupied orbital energy**: -12.466 eV

CARTESIAN COORDINATES (ANGSTROEM)
C 5.76535 14.32461 29.76055
C 4.78860 15.16751 28.80225
C 4.35389 14.25545 27.54717
N 3.51902 14.94195 26.47278
C 4.42035 15.94616 25.81705
C 3.02997 13.91593 25.38489
C 1.67187 13.38250 25.93619
C 1.30298 14.40888 27.01993
C 2.16649 15.57607 26.86863
H 5.22148 13.54698 30.29685
H 6.23107 15.00688 30.47170
H 6.59726 13.77107 29.32509
H 5.21685 16.07886 28.38494
H 3.94539 15.47364 29.42143
H 3.76777 13.38359 27.83769
H 5.15195 13.79212 26.96706
H 4.68596 16.70416 26.55394
H 3.93002 16.33590 24.92498
H 5.22716 15.25488 25.57358
H 2.86920 14.48453 24.46896
H 3.76955 13.12700 25.24814
H 0.90522 13.40836 25.16180
H 1.85782 12.38334 26.33012
H 0.22901 14.59361 26.99632
H 1.47750 14.01557 28.02140
H 1.79049 16.24248 26.09233
H 2.32431 16.10111 27.81072
C 14.72930 17.32929 29.55019
C 14.59544 17.92770 30.96676
C 13.18050 18.25108 31.39870
N 13.04531 18.80855 32.86454
C 13.60637 17.78995 33.89419
C 11.52665 18.96229 33.19900
C 11.47513 19.96865 34.37848
C 12.88652 20.63891 34.39060
C 13.60593 20.26851 33.11168
H 13.89450 16.68384 29.27709
H 15.68829 16.82467 29.43269
H 14.68778 18.10829 28.78891
H 15.15902 18.83116 31.19966
H 14.99652 17.11513 31.57253
H 12.43103 17.46112 31.35006
H 12.82765 19.07548 30.77907
H 14.67280 17.60012 33.77250
H 13.09596 16.82706 33.87345
H 13.47298 18.18744 34.90033
H 10.97019 18.03275 33.31897
H 11.10810 19.46747 32.32855
H 11.16600 19.39314 35.25103
H 10.70824 20.69878 34.11986
H 13.43523 20.26570 35.25530
H 12.84333 21.72805 34.39032
H 14.68953 20.18617 33.19613
H 13.28346 20.92114 32.30037
C 5.77688 19.40467 27.68649
C 6.88693 19.09092 28.70517
C 6.31021 18.76799 30.10383
N 7.39019 18.65032 31.20689
C 8.29594 17.41396 30.91646
C 6.74657 18.46022 32.53919
C 6.39240 19.88444 33.10112
C 7.20971 20.84467 32.29598
C 8.14865 19.96755 31.52879
H 6.14544 19.47540 26.66313
H 5.17047 20.27052 27.95234
H 5.09638 18.55350 27.66350
H 7.64537 19.86394 28.58144
H 7.35042 18.17968 28.32712
H 5.82610 17.79142 30.11129
H 5.52192 19.41487 30.48883
H 7.72380 16.48783 30.97183
H 9.10405 17.40999 31.64793
H 8.80906 17.51610 29.96024
H 7.49121 17.99258 33.18332
H 6.02858 17.64011 32.53932
H 6.76201 19.83916 34.12553
H 5.34371 20.18160 33.10640
H 7.91351 21.39261 32.92249
H 6.53021 21.44245 31.68849
H 8.94142 19.61297 32.18750
H 8.36531 20.45449 30.57798
C 8.24511 15.19403 26.86532
N 9.82282 14.89787 26.75903
C 9.91767 13.34939 26.94845
C 10.42997 15.22673 25.37000
C 10.54755 15.66343 27.94781
C 11.09691 17.08102 27.73221
O 10.02139 17.90872 27.52628
H 7.95202 14.55289 27.69667
H 7.93185 14.75278 25.91913
H 8.09622 16.26990 26.95717
H 10.94306 13.12572 26.65407
H 9.26277 12.84700 26.23654
H 9.73168 13.05426 27.98111
H 9.96085 14.65356 24.57031
H 11.48495 14.95368 25.34630
H 10.37864 16.27833 25.08785
H 11.34185 14.95289 28.17657
H 9.86067 15.58478 28.79050
H 11.74874 17.03784 26.85965
H 11.64620 17.53985 28.55433
H 10.17521 18.81454 27.80454
C 8.71517 25.69254 26.27764
N 9.33498 24.31010 25.88422
C 9.40178 24.21735 24.35574
C 10.67977 24.49322 26.55019
C 8.62232 23.17495 26.65637
C 8.75804 21.71975 26.09417
O 10.06648 21.32227 25.99395
H 7.75497 25.60172 25.76982
H 9.39181 26.44447 25.87164
H 8.56258 25.78035 27.35332
H 9.99708 23.38229 23.98641
H 9.76296 25.19413 24.03396
H 8.33543 24.19997 24.13060
H 11.23904 23.63958 26.16732
H 10.49337 24.52683 27.62361
H 11.10988 25.45501 26.27080
H 7.58927 23.51834 26.71095
H 8.97462 23.28714 27.68175
H 8.17240 21.69207 25.17528
H 8.17741 21.11046 26.78680
H 10.23793 20.85581 26.81529
C 4.65017 29.42071 35.45636
C 5.18708 28.90005 34.15796
C 6.29936 27.80267 34.27822
C 6.60846 27.32168 32.87070
P 7.55655 25.78633 32.59511
C 7.20563 25.03852 30.96352
C 5.81115 25.13528 30.40895
C 5.55033 24.27615 29.19247
C 5.77163 22.73720 29.36301
C 7.04713 24.49415 33.90896
C 5.66253 23.89884 33.79894
C 5.48571 22.84738 34.84504
C 4.01255 22.27519 34.69207
C 9.31484 26.03613 32.61205
C 9.83459 26.74761 33.88035
C 11.42165 26.68511 33.95686
C 12.04750 25.26315 33.86283
H 4.05436 30.29957 35.20995
H 5.44150 29.70053 36.15178
H 4.09249 28.59412 35.89662
H 5.72195 29.70132 33.64809
H 4.34008 28.54598 33.57033
H 5.86075 27.00632 34.87952
H 7.23048 28.10105 34.75997
H 7.05436 28.09025 32.23938
H 5.65354 27.16894 32.36782
H 7.57057 24.01243 31.00875
H 7.99184 25.43874 30.32335
H 5.61844 26.14083 30.03504
H 5.03792 24.91261 31.14424
H 6.25225 24.59519 28.42199
H 4.56325 24.35764 28.73737
H 5.13124 22.14079 30.01284
H 6.76926 22.46911 29.71079
H 5.72699 22.22606 28.40131
H 7.19552 25.03050 34.84621
H 7.72861 23.64751 33.82614
H 5.65094 23.30097 32.88761
H 4.90091 24.67579 33.86518
H 5.51521 23.33028 35.82178
H 6.28013 22.11043 34.96288
H 3.27581 23.07061 34.57962
H 3.77535 21.70470 35.59006
H 3.83573 21.70642 33.77920
H 9.51616 26.69851 31.77014
H 9.82661 25.08388 32.47274
H 9.48336 26.24202 34.77987
H 9.45153 27.76653 33.93679
H 11.70324 27.17236 34.89035
H 11.86590 27.25939 33.14387
H 12.90381 25.25452 34.53719
H 12.35924 24.95249 32.86563
H 11.33351 24.61207 34.36723
C 8.14845 13.06345 42.67304
C 8.39673 14.55802 42.46279
C 7.22628 15.43423 42.11278
C 7.55118 16.91630 42.03657
P 6.33894 18.00579 41.20429
C 7.08482 19.66238 40.84506
C 8.00296 20.25674 41.89317
C 7.98114 21.77020 41.84251
C 6.67023 22.45711 42.33129
C 5.79258 17.41765 39.54303
C 5.12634 18.53389 38.66825
C 4.73353 17.97423 37.33315
C 5.87676 18.03563 36.26469
C 4.82870 18.20511 42.27881
C 3.80705 17.06544 42.28402
C 2.36190 17.55344 42.70436
C 1.25644 16.63177 42.03195
H 7.13787 12.78932 42.97582
H 8.76002 12.67730 43.48849
H 8.49289 12.41505 41.86741
H 9.09898 14.53327 41.62953
H 8.78834 15.03335 43.36212
H 6.39073 15.30957 42.80157
H 6.89891 15.12851 41.11908
H 8.42770 17.00780 41.39512
H 7.70794 17.33099 43.03234
H 6.22138 20.30447 40.67099
H 7.55848 19.56094 39.86860
H 9.02339 19.98271 41.62531
H 7.84162 19.77789 42.85897
H 8.22805 22.23109 40.88611
H 8.82255 22.19404 42.39068
H 5.95192 21.95378 42.97842
H 6.04243 22.69232 41.47184
H 6.94911 23.37605 42.84693
H 5.28758 16.45523 39.62563
H 6.69335 17.17231 38.98043
H 5.77656 19.39659 38.52314
H 4.26537 18.84571 39.25953
H 3.83869 18.51982 37.03368
H 4.44366 16.92940 37.44459
H 6.25711 19.02784 36.02189
H 5.62825 17.67809 35.26544
H 6.76911 17.47963 36.55224
H 4.24926 19.05513 41.91852
H 5.12122 18.23500 43.32840
H 4.08568 16.27502 42.98094
H 3.70342 16.56125 41.32320
H 2.17506 18.58940 42.42159
H 2.28224 17.59825 43.79052
H 1.45777 15.57362 42.19889
H 1.26048 16.81687 40.95779
H 0.25493 16.96239 42.30723
C 7.20577 19.29284 19.22395
C 6.16135 18.34823 18.66515
C 5.79593 17.09322 19.62625
C 6.90257 15.99426 19.92187
P 6.62737 15.03787 21.52782
C 4.86716 14.94960 21.92259
C 4.02260 14.06448 20.97722
C 2.51619 14.36894 21.11136
C 2.00147 15.53653 20.21986
C 7.57491 15.90430 22.77350
C 6.96199 17.35589 22.96390
C 7.61010 18.25086 24.06264
C 9.04179 18.73455 23.81655
C 7.40192 13.46930 21.18401
C 8.90008 13.60385 20.92108
C 9.40623 12.37256 20.08386
C 9.47193 12.64731 18.62060
H 8.15493 18.76295 19.30395
H 6.87301 19.72558 20.16741
H 7.37051 20.05460 18.46193
H 6.54350 17.91477 17.74094
H 5.23276 18.90858 18.55627
H 4.84837 16.64844 19.32223
H 5.42650 17.57507 20.53148
H 7.83341 16.56020 19.95836
H 6.93862 15.26666 19.11106
H 4.46021 15.95542 22.02658
H 5.03442 14.53129 22.91512
H 4.21876 13.01150 21.17933
H 4.35808 14.29039 19.96503
H 2.21670 14.54467 22.14457
H 2.06995 13.45962 20.70873
H 2.01269 15.19463 19.18494
H 2.43970 16.53455 20.22187
H 0.96426 15.77954 20.45059
H 8.58663 16.05704 22.39775
H 7.67485 15.25319 23.64193
H 5.89244 17.28860 23.16300
H 7.05569 17.95264 22.05659
H 7.56167 17.77000 25.03964
H 6.93725 19.10410 24.14845
H 9.12484 19.22558 22.84697
H 9.66987 17.84485 23.77142
H 9.45309 19.45434 24.52424
H 6.97719 13.25589 20.20313
H 7.08674 12.68175 21.86852
H 9.39437 13.59614 21.89254
H 9.15067 14.50419 20.36011
H 9.04402 11.38355 20.36451
H 10.45032 12.23067 20.36289
H 9.57108 11.75007 18.00969
H 10.24607 13.35555 18.32530
H 8.49646 13.01724 18.30483
C 1.46590 20.10014 27.31247
O 2.22086 19.36388 26.36159
O 0.24388 20.48972 26.68444
C 1.47409 19.37198 28.70994
F 0.78280 18.17953 28.77565
F 2.70487 19.12409 29.08843
F 1.11079 20.18310 29.68337
C 2.88422 20.00858 25.24200
C 3.64414 19.13964 24.29918
H 2.97351 18.33225 24.00511
H 3.78538 19.61706 23.32954
H 4.55746 18.63161 24.60881
H 3.61199 20.77017 25.52206
H 2.16455 20.50002 24.58728
H 2.08238 20.98712 27.45848
C 9.64372 15.61802 34.70396
O 9.85409 15.21681 36.09948
O 10.93166 15.31728 34.18390
C 8.35930 14.92630 33.96270
F 8.05911 13.68367 34.37465
F 7.20340 15.65198 34.15473
F 8.42426 14.89915 32.63319
C 8.77148 15.54442 36.89859
C 9.17785 15.03704 38.32745
H 8.86342 15.60031 39.20607
H 9.07349 13.97321 38.54070
H 10.24721 15.22686 38.41979
H 7.78804 15.15806 36.63088
H 8.67450 16.62981 36.92347
H 9.41523 16.68381 34.70682
C 11.28745 21.54317 29.21760
O 12.63412 21.13785 29.34643
O 10.57000 20.42906 28.69317
C 10.60981 22.32349 30.38473
F 9.28037 22.56704 30.18051
F 10.64189 21.76172 31.55655
F 11.07187 23.60890 30.53045
C 13.70201 22.21077 29.33863
C 15.04910 21.48958 29.63696
H 15.30729 20.74061 28.88830
H 15.90932 22.15838 29.60839
H 15.01260 21.05298 30.63502
H 13.55335 22.91884 30.15387
H 13.80345 22.85210 28.46313
H 11.39286 22.24693 28.39195